(1)
Formula: C4H5NO
Source: the OMol25 dataset
Level of theory: wB97M-V/def2-TZVPD

The value obtained for the largest force on an atom is 4.734 eV/A. The HOMO-LUMO gap is 0.3758 Eh. Its LUMO energy is 0.76 eV. Its electronic energy is -7761.849 eV. Its relative energy (zero: lowest compared OMol25 entry of this formula, charge and spin) is 4.677 eV. The HOMO energy comes out at -9.465 eV.

```
! RIJCOSX wB97M-V def2-TZVPD def2/J DEFGRID3
* xyz 0 1
H 1.931 -0.623 0.796
C 1.528 1.156 -0.269
O -3.710 0.548 -0.063
H 0.892 1.742 -0.853
C 1.269 -0.028 0.222
C -1.576 -0.447 -0.199
H 2.554 1.465 0.117
H -0.308 -1.523 0.839
C -0.158 -0.862 0.096
N -2.598 0.113 -0.052
H 0.175 -1.541 -0.636
*
```

---

(2)
Formula: C33H39Cl44N2O2Si
Source: the OMol25 dataset
Level of theory: wB97M-V/def2-TZVPD

The value obtained for the largest force on an atom is 4.739 eV/A. The HOMO-LUMO gap is 0.3049 Eh. Its LUMO energy is -0.11 eV. Its electronic energy is -600772.556 eV. The HOMO energy comes out at -8.403 eV.

```
! RIJCOSX wB97M-V def2-TZVPD def2/J DEFGRID3
* xyz 0 2
C 3.432 -1.702 -1.315
C 2.710 2.802 2.753
H 2.921 3.943 2.977
H 5.941 -1.796 -1.640
Cl -5.215 1.220 1.709
H 3.686 -3.658 -1.889
O 5.825 -6.200 -1.074
C 6.784 -5.308 -0.349
C 2.333 1.122 0.654
H -0.789 0.667 4.329
H 5.694 -3.413 -2.601
C 2.442 2.684 1.106
Cl -5.491 2.684 4.208
H 3.712 2.222 2.972
Cl -3.482 3.490 2.264
C -4.368 11.580 -9.430
C 3.849 3.271 0.417
H 2.886 0.980 -0.392
H 1.883 2.065 -1.995
H 2.372 -0.636 3.252
Cl -7.517 -4.444 8.483
Cl -3.186 -1.377 -1.444
Cl -2.998 -3.394 -3.532
C 8.895 -3.482 1.296
Cl -10.340 2.260 1.549
C 8.995 -5.124 1.425
Cl 10.186 -7.666 2.716
Cl -6.305 3.917 1.702
N 4.135 -3.064 -1.132
C -2.888 -3.101 -1.778
H 2.940 0.428 1.411
C 0.941 -0.672 -0.686
H 9.705 -2.860 1.905
C 11.044 -8.721 3.867
N 1.312 3.585 0.694
H 1.802 2.432 3.391
Cl -4.443 1.671 -4.412
Cl -0.910 6.107 -10.106
H -0.392 5.250 -0.434
H -1.348 4.011 -1.640
H 1.619 -2.844 -0.537
H -0.936 -2.246 0.740
Cl -2.711 3.941 -3.858
Cl -3.777 -6.246 4.895
Cl -3.939 9.941 -8.878
Cl -5.533 4.368 -4.420
C -7.497 -5.873 7.420
C 6.658 -3.680 -0.548
Cl -3.552 12.786 -8.404
H -0.353 2.144 3.242
C 1.254 3.062 -1.915
H 4.615 2.366 0.461
Cl -3.568 -4.336 2.710
Cl 10.030 -10.135 4.246
H 9.816 -5.676 2.081
H -0.108 -1.133 -0.969
O 0.585 4.047 1.725
H 1.479 -2.272 2.874
H 2.502 -1.746 0.765
H 4.237 4.240 0.962
C -5.123 2.828 2.471
Cl 12.578 -9.266 3.144
C 1.314 -1.142 3.215
Cl -2.927 7.408 -8.462
Cl -8.252 -7.686 1.270
C -0.778 4.141 -0.627
Cl -4.719 3.135 -1.914
Cl -8.774 -5.715 6.187
C -0.844 1.083 3.211
Cl -11.082 4.294 3.492
C -1.367 -1.447 1.500
Cl -8.441 3.078 3.596
Cl -5.910 -5.996 6.619
H 0.877 -1.166 4.307
Cl -0.141 5.543 -4.390
C -10.163 2.789 3.241
H -1.558 3.931 0.241
Si 0.039 -0.208 2.088
H 4.129 -0.858 -0.846
C 1.116 5.135 -5.585
Cl -6.155 -6.412 2.834
C 7.912 -6.059 0.614
Cl -7.787 -7.339 8.390
H -1.223 1.764 0.533
H -0.661 1.208 -1.178
C -1.926 7.560 -9.928
H 7.947 -7.229 0.684
H 0.370 2.974 -2.713
Cl -4.108 -4.089 -0.934
C -0.268 1.604 -0.123
H -2.208 -0.863 0.887
Cl -4.478 -3.456 5.330
H 5.190 -6.507 -0.338
H 3.175 -1.466 -2.433
Cl -2.981 7.725 -11.354
Cl 11.382 -7.815 5.364
Cl -6.180 -9.304 2.518
H 1.902 4.028 -2.049
H -1.854 -2.036 2.385
C -3.380 -4.563 4.467
C 0.473 3.045 -0.436
Cl -0.885 8.999 -9.790
C -4.352 3.279 -3.651
Cl 1.620 3.441 -5.363
C 5.588 -2.911 -1.524
Cl -3.849 11.791 -11.122
C 7.751 -2.762 0.323
H 1.301 -0.096 -1.667
H -1.997 1.147 2.964
Cl 2.521 6.208 -5.358
Cl 0.464 5.350 -7.229
Cl -1.262 -3.546 -1.202
Cl -6.133 11.801 -9.319
Cl -10.788 1.523 4.328
H 3.725 3.545 -0.714
C 0.818 0.530 0.471
Cl -8.198 -8.003 4.162
H 7.784 -1.584 0.285
C -7.196 -7.851 2.696
Cl -1.697 -4.212 4.934
C 2.094 -1.782 -0.331
*
```

---

(3)
Formula: C7H12
Source: the OMol25 dataset
Level of theory: wB97M-V/def2-TZVPD

The value obtained for the largest force on an atom is 0.386 eV/A. The HOMO-LUMO gap is 0.3907 Eh. Its LUMO energy is 1.21 eV. Its electronic energy is -7451.805 eV. Its relative energy (zero: lowest compared OMol25 entry of this formula, charge and spin) is 1.627 eV. The HOMO energy comes out at -9.426 eV.

```
! RIJCOSX wB97M-V def2-TZVPD def2/J DEFGRID3
* xyz 0 1
H 1.112 1.117 -1.733
C -1.778 -0.236 -0.620
H 2.185 -1.152 0.058
H -0.191 1.169 2.107
H -1.085 0.023 -1.417
C -0.292 0.907 1.050
H 0.636 -0.995 1.671
H -2.603 0.822 1.203
H -1.716 -1.853 0.977
C 1.294 -0.689 -0.380
H 0.926 -1.412 -1.120
C 1.829 0.571 -1.105
C 0.240 -0.528 0.762
H 2.244 1.296 -0.395
C -1.705 0.456 0.713
H 2.658 0.288 -1.768
H 0.128 1.711 0.440
H -2.772 -0.517 -0.959
C -1.230 -0.975 0.553
*
```

---

(4)
Formula: C15H22BF2N5O6Rh
Source: the OMol25 dataset
Level of theory: wB97M-V/def2-TZVPD

The value obtained for the largest force on an atom is 1.599 eV/A. The HOMO-LUMO gap is 0.3258 Eh. Its LUMO energy is -2.66 eV. Its electronic energy is -44762.311 eV. Its relative energy (zero: lowest compared OMol25 entry of this formula, charge and spin) is 0.505 eV. The HOMO energy comes out at -11.529 eV.

```
! RIJCOSX wB97M-V def2-TZVPD def2/J DEFGRID3
* xyz 1 1
O 0.346 0.686 2.326
H 3.676 -1.184 -3.019
C 1.437 -0.143 -1.891
H 0.343 -1.793 4.957
H 3.642 -0.807 3.711
H 2.729 -2.179 -4.116
H 2.748 -2.583 -2.389
C -5.095 1.640 -1.334
N -1.918 0.814 0.122
H 0.226 -2.140 -3.946
C -2.369 2.082 -2.044
O 0.035 -3.650 1.178
N 0.143 -2.532 0.724
H -0.369 -0.504 -3.585
H -6.127 1.471 -1.062
O 0.405 0.585 -1.737
C -4.751 2.312 -2.486
C -2.705 1.401 -0.875
H -2.438 -0.271 1.863
H 0.825 -0.751 -4.881
C 2.591 -0.052 -0.893
C 1.389 0.023 2.568
C -3.407 2.528 -2.834
Rh 0.082 0.666 0.274
O 1.139 -2.204 0.016
O -0.632 -1.600 1.090
H 2.770 -2.364 3.613
C 2.553 0.006 1.577
H 2.949 -1.001 1.450
C -2.745 0.289 0.995
H 3.360 0.619 -1.288
H -1.341 2.257 -2.319
C 0.490 -1.085 -3.900
N 1.528 -0.657 3.686
H -3.183 3.065 -3.746
F 1.466 3.107 0.817
H 2.810 -1.434 5.120
H 3.015 -1.034 -0.704
H 3.340 0.670 1.944
H -0.497 -0.456 4.146
H -5.530 2.685 -3.137
H -4.819 0.155 1.171
O 2.085 0.507 0.326
C 0.421 -0.756 4.636
C 2.761 -1.766 -3.112
N 1.576 -0.921 -2.933
C 2.763 -1.358 4.037
F -0.590 3.481 -0.053
N -4.026 0.486 0.651
B 0.332 2.617 0.330
H 0.610 -0.118 5.500
C -4.043 1.192 -0.542
*
```

---

Which of these has the lowest HOMO energy? C15H22BF2N5O6Rh

---

The highest HOMO energy belongs to which entry? C33H39Cl44N2O2Si

---

HOMO energy of number 4 (C15H22BF2N5O6Rh)? -11.529 eV

---

Look up the electronic energy of the fourth one. -44762.311 eV